A cluster of 2 separate species, C6H12N2 in total in a non-equilibrium geometry. Source: OMol25; level of theory: the ωB97M-V functional and the def2-TZVPD basis.

Output
* HOMO-LUMO gap: 9.89 eV
* 2S+1: 1
* relative energy (zero: lowest compared OMol25 entry of this formula, charge and spin): 169.2 kJ/mol
* structure (SMILES): Cc1c[nH]cn1.CC

```
20
Properties=species:S:1:pos:R:3:forces:R:3
C 0.801 -1.698 1.205 2.2 -2.8 -3.0
C -0.532 -1.168 0.935 -1.1 1.2 -1.5
C -1.546 -0.800 1.764 -0.9 0.4 -2.2
N -2.574 -0.152 0.876 4.0 -1.7 2.0
C -1.974 -0.187 -0.380 -0.2 -1.7 3.1
N -0.806 -0.775 -0.367 -0.8 0.4 -0.5
H 0.843 -2.731 1.556 -0.3 0.4 1.1
H 1.357 -0.983 1.700 1.3 1.0 1.9
H 1.557 -1.922 0.277 -2.5 1.1 1.3
H -1.490 -0.960 2.824 -1.0 0.4 0.2
H -3.531 -0.161 1.160 -0.4 0.4 -0.4
H -2.598 0.042 -1.171 -0.6 0.7 -1.9
C 1.443 1.817 -0.632 0.9 -0.8 -0.9
C 1.151 1.167 -1.980 2.3 -3.4 2.1
H 2.362 2.391 -0.708 -0.2 0.6 0.4
H 0.531 2.349 -0.442 0.0 0.8 0.9
H 1.636 1.003 0.087 -0.4 0.5 0.0
H 1.060 1.802 -2.778 -0.7 1.7 -1.8
H 1.991 0.416 -2.239 -1.2 1.1 0.3
H 0.318 0.552 -1.689 -0.6 -0.3 -1.2
```
Forces are in eV/Å.

***

A structure of composition C10H31O6V in a non-equilibrium geometry. Source: OMol25; level of theory: the ωB97M-V functional and the def2-TZVPD basis.

Output
* HOMO-LUMO gap (alpha / beta): 2.36 / 8.67 eV
* 2S+1: 5
* relative energy (zero: lowest compared OMol25 entry of this formula, charge and spin): 0.0 kJ/mol

```
48
Properties=species:S:1:pos:R:3:forces:R:3
V 0.109 0.763 0.207 -0.4 0.8 0.7
O 0.345 2.808 0.512 0.1 -0.3 -0.1
H 0.285 3.554 1.140 0.0 -1.1 -0.6
C -2.090 2.787 -2.319 0.5 1.5 -0.8
C -0.992 1.781 -2.581 -1.4 0.0 0.5
O -1.211 0.791 -1.523 1.8 0.6 -0.7
H -2.209 3.415 -3.202 0.0 0.2 -0.1
H -1.722 3.434 -1.523 -0.3 -0.1 0.2
H -3.093 2.421 -2.097 0.3 -0.5 0.1
H -0.026 2.283 -2.530 0.0 -0.3 0.5
H -1.077 1.300 -3.556 0.0 -0.2 0.0
H -2.014 0.371 -1.839 -0.7 -0.9 0.4
C -3.847 1.084 0.835 1.2 -0.5 -0.1
C -2.794 0.084 1.350 -1.1 0.0 0.5
O -1.536 0.663 1.677 0.7 0.4 0.0
H -4.807 0.576 0.743 0.1 0.0 -0.3
H -3.446 1.445 -0.112 -0.6 0.3 -0.1
H -3.988 1.913 1.528 0.2 0.0 0.0
H -2.488 -0.691 0.648 -0.8 -0.1 -0.3
H -3.240 -0.384 2.227 0.4 -0.4 0.2
H -1.491 0.981 2.582 -0.2 0.3 -0.1
C 1.774 -1.745 3.129 0.2 -0.4 0.5
C 1.304 -0.321 3.056 -0.8 -0.7 0.5
O 1.522 0.282 1.830 0.9 0.8 -1.5
H 2.864 -1.770 3.143 0.1 -0.2 0.1
H 1.441 -2.443 2.362 -0.2 0.4 -0.2
H 1.368 -2.113 4.071 0.3 -0.3 0.2
H 1.834 0.254 3.816 -0.4 0.1 0.3
H 0.219 -0.282 3.159 0.1 0.0 0.6
H 2.434 0.580 1.827 0.0 0.3 -0.5
C 4.050 0.443 -1.161 0.7 0.3 0.0
C 2.797 -0.377 -1.231 1.2 -0.6 0.6
O 1.691 0.503 -1.311 -0.2 -0.5 -0.2
H 4.957 -0.160 -1.209 0.0 -0.2 0.1
H 4.068 1.019 -0.235 0.1 0.2 -0.1
H 4.120 1.125 -2.008 -0.1 0.2 0.0
H 2.723 -0.995 -0.336 -0.4 0.1 0.0
H 2.879 -1.072 -2.067 -0.5 0.1 -0.2
H 1.687 0.748 -2.239 -0.6 0.5 -0.1
C -0.095 -3.631 -0.929 -0.9 -0.1 -0.4
C -0.418 -2.134 -1.049 0.4 -1.6 -2.0
O -0.082 -1.505 0.107 1.7 2.0 2.3
H 0.931 -3.950 -0.744 0.2 0.7 0.1
H -0.385 -4.170 -1.831 -0.3 0.1 -0.1
H -0.692 -4.031 -0.109 -0.1 -0.2 0.1
H -1.466 -1.863 -1.178 -0.4 -0.9 -0.9
H 0.170 -1.694 -1.855 -0.2 0.1 -0.1
H -0.362 -2.076 0.826 -0.2 0.0 0.7
```
Forces are in eV/Å.

***

A structure of composition C30H52BrIrN3OP2 in a non-equilibrium geometry. Source: OMol25; level of theory: the ωB97M-V functional and the def2-TZVPD basis.

Output
* HOMO-LUMO gap (alpha / beta): 4.96 / 1.31 eV
* 2S+1: 6
* relative energy (zero: lowest compared OMol25 entry of this formula, charge and spin): 15.1 kJ/mol
* charge: +4

```
90
Properties=species:S:1:pos:R:3:forces:R:3
N 2.692 -6.477 7.340 -0.2 2.0 -1.7
C 1.396 -6.212 7.173 -1.5 -1.9 1.8
C 0.930 -5.193 6.330 0.7 0.6 -0.4
C 1.879 -4.435 5.597 -1.1 1.9 -1.5
C 3.254 -4.721 5.795 -1.1 0.3 -0.3
C 3.590 -5.746 6.679 2.4 -1.5 1.2
C 1.418 -3.462 4.614 0.1 -1.1 1.3
Ir 0.706 -0.150 1.589 -2.8 -0.9 -2.1
P 0.945 -0.519 -4.059 -0.1 0.4 -0.1
C 2.180 -3.061 3.555 0.4 0.1 -0.3
C 1.611 -2.584 2.341 -1.0 0.5 2.0
C 2.237 -2.869 1.139 0.9 -0.3 -2.0
C 1.625 -2.514 -0.049 1.7 -0.8 0.5
C 0.432 -1.806 -0.030 -1.2 0.3 2.3
C -0.432 -1.965 1.068 -0.2 0.5 1.6
C 0.285 -1.989 2.355 -1.0 -2.6 -0.1
Br 0.202 -0.543 -1.945 0.1 0.8 -1.2
H 0.364 -3.175 4.681 0.4 -0.4 -0.1
H 3.236 -3.317 3.518 -0.1 -0.2 -0.1
H -0.151 -5.041 6.238 0.4 -0.1 0.1
H 4.028 -4.157 5.270 0.0 -0.4 0.4
H 0.690 -6.832 7.732 0.0 0.1 -0.1
H 4.638 -5.986 6.853 0.0 0.0 0.0
H 3.182 -3.417 1.152 -0.3 0.1 -0.2
H -0.248 -1.874 3.302 0.0 -0.6 -0.4
H 1.983 -2.827 -1.022 0.6 0.1 0.0
H -1.523 -2.055 1.005 0.4 0.8 0.0
P 2.149 1.157 0.704 1.4 1.6 -0.8
C -0.217 -1.824 -4.586 -0.3 -0.6 -0.4
C 0.093 -2.713 -5.789 0.1 -0.1 -0.6
H -1.209 -1.367 -4.736 0.3 0.0 0.3
H -0.266 -2.481 -3.694 -0.1 0.5 -0.3
H -0.617 -3.563 -5.805 0.3 0.6 0.0
H -0.039 -2.148 -6.724 0.2 -0.4 0.2
H 1.094 -3.168 -5.745 -0.2 0.3 -0.1
C 2.695 -0.996 -4.124 0.1 -0.4 0.4
C 3.451 -0.485 -5.354 0.2 0.2 -0.4
H 2.717 -2.100 -4.128 0.0 0.3 0.3
H 3.143 -0.619 -3.181 -0.1 -0.3 -0.5
H 4.505 -0.780 -5.293 -0.3 -0.1 0.1
H 3.062 -0.899 -6.294 0.0 0.1 0.3
H 3.460 0.605 -5.433 -0.1 -0.2 0.0
C 0.788 1.249 -4.581 -0.2 0.0 0.2
C -0.308 1.513 -5.626 -0.3 0.1 -0.3
H 1.762 1.624 -4.938 -0.3 -0.4 0.2
H 0.585 1.765 -3.625 0.0 -0.1 -0.4
H -0.723 2.527 -5.494 0.2 -0.5 0.0
H 0.113 1.462 -6.645 -0.3 -0.1 0.4
H -1.143 0.795 -5.550 0.3 0.4 -0.1
C 1.816 2.874 0.264 -0.3 0.6 -0.2
C 2.453 3.908 1.182 0.3 0.6 0.4
H 0.734 3.027 0.188 0.1 0.0 0.1
H 2.208 3.013 -0.749 -0.1 -0.1 0.1
H 1.891 4.053 2.110 0.1 -0.1 -0.2
H 3.484 3.652 1.451 -0.1 0.1 -0.1
H 2.496 4.887 0.685 -0.1 -0.3 0.1
C 3.332 0.608 -0.525 0.3 -0.3 -0.9
C 4.646 0.019 -0.028 0.4 -0.2 0.1
H 3.537 1.470 -1.174 0.0 -0.2 0.2
H 2.801 -0.124 -1.145 0.2 0.1 0.1
H 5.228 0.729 0.573 -0.2 -0.1 -0.1
H 4.493 -0.888 0.567 0.0 0.1 -0.1
H 5.268 -0.258 -0.890 -0.1 0.1 0.3
C 2.882 0.941 2.350 1.3 0.5 -0.3
C 1.779 1.163 3.370 0.4 0.1 0.6
H 3.726 1.630 2.426 0.1 -0.1 0.6
H 3.249 -0.093 2.420 0.3 0.4 -0.1
H 1.959 0.591 4.283 0.0 0.2 0.0
H 1.648 2.222 3.616 -0.2 -0.3 -0.1
H 0.727 0.844 3.081 -0.6 0.4 0.3
C -3.655 -0.452 -1.584 0.1 -0.6 -0.2
N -3.756 0.783 -0.856 0.9 0.7 0.6
C -4.947 1.572 -1.077 -0.7 0.6 -0.1
C -2.715 1.075 -0.020 -1.4 0.0 -0.2
O -1.769 0.265 0.009 0.8 -0.2 0.5
N -2.755 2.142 0.850 0.7 -0.9 -0.5
C -3.511 3.368 0.687 -0.3 0.4 0.0
C -1.709 2.126 1.851 -0.3 -0.2 0.3
H -4.621 -0.624 -2.067 0.4 -0.2 0.0
H -3.427 -1.280 -0.903 -0.1 0.0 -0.2
H -2.859 -0.412 -2.335 -0.1 -0.1 -0.1
H -5.575 1.641 -0.169 0.2 -0.1 -0.5
H -4.703 2.589 -1.437 -0.3 -0.6 0.1
H -5.515 1.051 -1.858 0.0 0.5 0.3
H -4.585 3.168 0.722 0.4 0.4 0.1
H -3.236 4.005 1.529 -0.3 0.0 -0.2
H -3.243 3.891 -0.240 -0.2 -0.1 0.2
H -1.946 1.359 2.609 0.1 0.3 0.0
H -0.739 1.830 1.404 -0.2 0.5 0.1
H -1.677 3.113 2.327 0.3 -0.4 -0.1
```
Forces are in eV/Å.

***

A structure of composition C7H23Cu2F2N2O9S2 in a non-equilibrium geometry. Source: OMol25; level of theory: the ωB97M-V functional and the def2-TZVPD basis.

Output
* HOMO-LUMO gap (alpha / beta): 4.92 / 3.16 eV
* 2S+1: 3
* charge: +1

```
47
Properties=species:S:1:pos:R:3:forces:R:3
Cu 0.259 -3.922 -1.308 -0.7 -0.4 0.5
Cu 3.144 -0.398 -0.908 -0.4 0.7 0.2
N -1.989 -5.519 0.254 -2.1 -1.9 -2.0
S -3.119 -6.716 -0.259 0.1 -4.0 -5.8
O -4.520 -6.459 -0.418 1.0 0.6 1.2
O -2.696 -8.102 -0.080 -0.3 2.5 1.4
F -2.697 -6.577 -1.810 0.7 0.8 -0.2
S -2.620 -5.464 1.656 0.1 1.4 9.4
O -1.934 -6.277 2.705 -1.6 1.3 -3.1
O -4.058 -5.261 1.837 2.4 -0.7 -0.9
F -2.070 -4.008 2.066 0.5 0.7 -0.4
O 0.654 -1.405 0.218 0.3 -0.3 -0.4
H 0.152 -1.138 1.012 -0.1 0.0 0.1
O 2.744 -2.570 -2.697 -0.3 0.5 0.5
H 2.575 -2.003 -3.474 0.1 -0.2 -0.3
C -3.297 0.149 1.179 -1.4 0.8 -1.4
C -3.074 1.402 0.278 0.0 0.3 1.2
C -2.949 2.623 1.180 -0.6 -0.1 0.5
O -1.886 1.325 -0.469 1.7 -0.6 -0.7
H -4.325 0.209 1.536 0.0 0.1 0.3
H -2.660 0.094 2.062 0.3 -0.1 -0.3
H -3.360 -0.747 0.561 0.6 -0.3 0.1
H -3.819 1.561 -0.502 -0.6 -0.3 0.5
H -2.555 3.534 0.729 0.0 -0.3 -0.3
H -2.322 2.336 2.024 0.2 0.2 0.0
H -3.922 2.859 1.610 -0.1 0.1 0.0
H -1.437 0.503 -0.256 -0.1 0.0 0.0
O 4.231 -2.095 1.470 -0.4 0.4 -0.6
H 3.749 -2.916 1.569 -0.1 -0.3 0.2
H 5.098 -2.280 1.829 0.4 0.0 0.1
C 1.683 4.530 -2.425 1.3 0.8 -0.1
C 2.505 3.349 -1.880 -1.0 0.2 1.4
C 2.645 3.533 -0.345 -0.2 0.8 -1.8
O 3.063 2.432 0.390 0.7 0.0 -0.4
C 2.907 2.740 1.783 -1.0 -1.6 -0.5
N 1.800 2.103 -2.124 1.2 -1.7 -0.5
H 1.790 4.589 -3.508 -0.2 -0.1 0.0
H 2.176 5.423 -2.038 0.0 0.3 -0.1
H 0.634 4.650 -2.158 0.0 -0.7 0.2
H 3.475 3.346 -2.377 0.0 -0.3 0.0
H 1.632 3.842 -0.090 -0.2 0.1 0.7
H 3.339 4.362 -0.209 -0.1 0.3 0.3
H 1.863 2.470 1.944 -0.2 0.2 0.8
H 3.017 3.792 2.045 0.6 -0.2 -0.1
H 3.527 1.998 2.286 0.1 0.6 0.4
H 0.858 2.080 -1.759 -0.2 0.3 0.0
H 1.788 2.019 -3.130 -0.5 -0.4 -0.1
```
Forces are in eV/Å.

***

A structure of composition CH3IN2O2 in a non-equilibrium geometry. Source: OMol25; level of theory: the ωB97M-V functional and the def2-TZVPD basis.

Output
* HOMO-LUMO gap: 8.97 eV
* 2S+1: 1
* relative energy (zero: lowest compared OMol25 entry of this formula, charge and spin): 88.3 kJ/mol

```
9
Properties=species:S:1:pos:R:3:forces:R:3
C 0.641 0.177 0.018 2.8 -3.1 1.3
N -1.722 0.077 -0.220 -2.8 -1.6 3.1
N -0.507 -0.461 0.265 -1.3 0.5 0.1
O 0.862 1.322 0.003 -0.2 2.9 -0.8
O 1.765 -0.780 0.017 -3.3 0.2 -0.1
I 3.529 -0.045 -0.108 1.0 0.5 -0.1
H -2.471 0.233 0.589 2.6 0.0 -2.1
H -1.490 0.886 -0.673 0.2 2.9 -1.2
H -0.607 -1.410 0.108 1.0 -2.2 -0.2
```
Forces are in eV/Å.

***

The molecule C5H9NO in a non-equilibrium geometry. Source: OMol25; level of theory: the ωB97M-V functional and the def2-TZVPD basis.

Output
* HOMO-LUMO gap: 11.43 eV
* 2S+1: 1
* relative energy (zero: lowest compared OMol25 entry of this formula, charge and spin): 108.5 kJ/mol
* structure (SMILES): CC(C)(C#N)CO

```
16
Properties=species:S:1:pos:R:3:forces:R:3
C -0.063 1.374 -0.790 0.0 0.1 0.0
C 0.325 0.080 -0.058 0.0 0.0 0.0
C 0.032 -1.155 -0.935 0.0 -0.1 0.0
C 1.758 0.122 0.285 0.9 0.0 0.3
N 2.866 0.149 0.620 -1.0 0.0 -0.4
C -0.429 -0.002 1.303 0.2 0.1 0.1
O -1.794 -0.304 1.148 -0.1 -0.2 -0.1
H -1.148 1.399 -0.931 0.1 0.0 0.0
H 0.233 2.253 -0.210 -0.1 -0.1 0.0
H 0.422 1.436 -1.769 -0.1 -0.1 0.1
H 0.190 -0.930 -1.993 0.1 0.0 0.2
H -1.018 -1.441 -0.834 0.1 0.1 -0.1
H 0.656 -2.013 -0.669 -0.1 0.1 0.0
H 0.071 -0.720 1.969 -0.1 0.1 -0.2
H -0.389 0.982 1.783 0.1 -0.2 -0.1
H -1.870 -1.237 0.916 -0.1 0.2 0.1
```
Forces are in eV/Å.